Here is the molecule C4H6N2O from OMol25. Energies are from wB97M-V/def2-TZVPD.

Energy relative to the best compared isomer or geometry (same formula, charge and spin) = 454.8 kJ/mol
Largest force on an atom = 6.8 eV/Å
Structure (SMILES) = Cc1[nH]ncc1O
Total energy = -9268.788 eV
E_HOMO = -0.2796 hartree

Last column: natural (NBO) charge in e.
Element x y z (Å)
C: -1.854 -0.704 0.196  -0.651
C: -0.677 0.138 -0.313  0.118
N: -0.398 1.407 -0.165  -0.307
N: 0.866 1.837 -0.126  -0.301
C: 1.688 0.722 -0.049  -0.200
C: 1.061 -0.494 -0.071  0.244
O: 1.501 -1.782 -0.107  -0.673
H: -2.675 -0.746 -0.579  0.228
H: -1.444 -1.563 0.602  0.239
H: -2.390 -0.073 1.118  0.207
H: -0.932 2.140 -0.436  0.404
H: 2.818 0.871 0.002  0.210
H: 2.437 -1.753 -0.071  0.482